{"formula": "C19H16I2N2OSe3Te2W", "method": "ωB97M-V with the def2-TZVPD basis set", "lumo_energy_ev": -8.61, "total_charge": 2, "homo_energy_ev": -13.46, "orbital_gap_ev": 4.846, "total_energy_ev": -253628.4409, "elements": ["W", "I", "C", "C", "C", "I", "C", "O", "C", "C", "N", "C", "C", "C", "C", "C", "C", "N", "C", "H", "H", "H", "H", "H", "H", "H", "H", "H", "H", "H", "Se", "Te", "Te", "Se", "Se", "C", "C", "C", "C", "C", "C", "H", "H", "H", "H", "H"], "positions_angstrom": [[0.7853, -0.1459, -0.5432], [0.2773, -2.3312, 6.9537], [0.4920, -1.9078, 4.9458], [1.1076, -2.8363, 4.1105], [1.3104, -2.5395, 2.7699], [2.1490, -3.9369, 1.5068], [0.8957, -1.3011, 2.3129], [1.1309, -0.8919, 1.0426], [0.2151, -0.3871, 3.1050], [-0.2642, 0.9229, 2.5325], [-0.8249, 0.7849, 1.1642], [-1.4143, 2.0461, 0.7282], [-1.4404, 2.1751, -0.7587], [-2.1578, 3.2298, -1.3025], [-2.2001, 3.4050, -2.6674], [-1.5484, 2.4767, -3.4645], [-0.8634, 1.4519, -2.8593], [-0.7739, 1.2952, -1.5196], [0.0176, -0.7016, 4.4386], [1.4269, -3.7920, 4.5026], [0.5457, 1.6539, 2.4924], [-1.0366, 1.3246, 3.1922], [-1.5737, 0.1022, 1.2301], [-0.8385, 2.8761, 1.1350], [-2.4297, 2.1520, 1.1171], [-2.6721, 3.9111, -0.6362], [-2.7475, 4.2301, -3.1037], [-1.5644, 2.5406, -4.5434], [-0.4096, 0.6976, -3.4691], [-0.5034, -0.0065, 5.0860], [3.2200, -0.8086, -1.0343], [1.9794, -0.2267, -3.0853], [0.0494, -2.1263, -2.6868], [-1.3956, -1.5328, -0.7237], [1.5569, 2.1542, -0.2064], [3.1128, 2.5149, 0.8073], [4.0963, 1.6374, 1.2486], [5.1629, 2.1417, 1.9812], [5.2393, 3.4968, 2.2702], [4.2493, 4.3625, 1.8297], [3.1730, 3.8809, 1.0989], [4.0549, 0.5893, 1.0330], [5.9369, 1.4694, 2.3284], [6.0741, 3.8799, 2.8422], [4.3091, 5.4186, 2.0568], [2.4075, 4.5600, 0.7454]], "forces_ev_per_a": [[-1.230, 1.652, 1.556], [-0.054, -0.048, 0.167], [0.056, -0.066, -0.114], [-0.063, 0.070, 0.013], [0.022, -0.069, 0.237], [0.129, -0.017, -0.187], [-0.218, 0.494, -0.015], [0.916, -1.213, 0.231], [-0.173, 0.003, 0.326], [0.145, -0.156, 0.055], [0.167, -0.322, -0.098], [-0.093, 0.143, 0.092], [-0.217, 0.128, -0.024], [-0.065, -0.008, 0.043], [-0.083, 0.082, -0.047], [0.024, -0.079, -0.038], [-0.342, 0.153, -0.006], [0.664, 0.142, -0.274], [-0.054, 0.064, -0.061], [0.006, 0.009, -0.004], [0.042, 0.001, -0.056], [0.011, 0.066, -0.009], [-0.030, -0.081, -0.018], [0.030, 0.004, 0.060], [-0.022, -0.014, 0.004], [-0.006, -0.039, -0.015], [0.030, -0.001, 0.003], [-0.029, -0.026, 0.013], [-0.007, -0.038, -0.129], [0.031, -0.019, -0.002], [-0.428, -0.174, -0.173], [0.099, -0.011, -0.508], [0.151, -1.110, -0.448], [0.329, 0.257, -0.411], [-0.054, 0.169, -0.634], [0.190, 0.037, 0.283], [-0.009, 0.408, 0.116], [-0.053, -0.065, -0.015], [0.050, -0.011, 0.026], [-0.129, 0.083, -0.049], [0.377, -0.107, 0.135], [-0.060, -0.284, -0.012], [-0.026, 0.010, -0.013], [-0.015, -0.011, -0.015], [0.009, -0.007, -0.013], [-0.019, 0.003, 0.026]]}

=====

{"formula": "C19H16INNiO8S2", "method": "ωB97M-V with the def2-TZVPD basis set", "lumo_energy_ev": [4.40, 4.39], "total_charge": -2, "homo_energy_ev": [-1.29, -1.79], "orbital_gap_ev": [5.688, 6.180], "spin_multiplicity": 3, "total_energy_ev": -108650.3508, "elements": ["Ni", "I", "C", "C", "C", "C", "C", "C", "C", "C", "C", "C", "H", "H", "H", "H", "H", "H", "N", "C", "C", "O", "O", "H", "H", "H", "H", "H", "O", "C", "O", "C", "C", "C", "C", "S", "C", "C", "H", "H", "H", "H", "H", "O", "S", "O", "O", "O"], "positions_angstrom": [[0.0864, 0.6001, 0.5366], [-2.5360, 0.6450, 1.0268], [-2.5064, 2.4111, -0.1368], [-3.5154, 3.3168, 0.0087], [-3.5524, 4.4414, -0.8438], [-2.6187, 4.5885, -1.8277], [-1.5756, 3.6424, -1.9930], [-0.6377, 3.7485, -3.0449], [0.3298, 2.7925, -3.1871], [0.4496, 1.7410, -2.2551], [-0.3852, 1.6034, -1.1676], [-1.4646, 2.5408, -1.0925], [-4.2783, 3.1742, 0.7620], [-4.3437, 5.1729, -0.7222], [-2.6678, 5.4328, -2.5091], [-0.7042, 4.5859, -3.7328], [1.0358, 2.8629, -4.0103], [1.2576, 1.0269, -2.3951], [5.7017, 0.4454, 0.0025], [4.3347, -0.0943, 0.0091], [3.3131, 1.0076, -0.2057], [3.7755, 2.0973, -0.8468], [2.1934, 0.8940, 0.1709], [6.3772, -0.3066, 0.0363], [5.8376, 0.9974, 0.8434], [4.7195, 1.9366, -1.0164], [4.0515, -0.6202, 0.9209], [4.2143, -0.7858, -0.8283], [-2.7594, -7.1893, 1.3392], [-2.3841, -6.0906, 2.0767], [-2.6091, -6.1209, 3.2625], [-1.7373, -4.9940, 1.3483], [-1.3062, -3.8667, 2.0663], [-0.6685, -2.8119, 1.4546], [-0.4133, -2.8239, 0.0622], [0.4185, -1.5502, -0.7441], [-0.8761, -3.9479, -0.6605], [-1.5103, -4.9962, -0.0363], [-2.5179, -7.0387, 0.4190], [-1.4844, -3.8517, 3.1344], [-0.3343, -1.9535, 2.0277], [-0.7223, -3.9606, -1.7322], [-1.8394, -5.8197, -0.6676], [0.4621, 0.0154, 2.4672], [0.7948, 1.4444, 2.8771], [0.1811, 2.2551, 1.7459], [2.2477, 1.6209, 2.9076], [0.1670, 1.7815, 4.1499]], "forces_ev_per_a": [[0.390, -0.403, -0.790], [-0.588, 0.281, -0.079], [-0.042, -0.303, 0.230], [0.030, -0.025, -0.018], [-0.048, 0.042, 0.001], [-0.010, 0.015, -0.031], [-0.052, -0.097, 0.123], [0.048, 0.020, -0.058], [-0.006, 0.002, -0.062], [-0.053, -0.040, 0.052], [-0.149, 0.284, 0.132], [0.033, 0.041, -0.274], [-0.012, -0.001, -0.008], [0.006, 0.007, -0.005], [0.008, 0.001, 0.003], [-0.022, 0.001, 0.003], [-0.004, -0.001, 0.004], [0.038, 0.056, 0.035], [-0.058, 0.079, 0.031], [0.052, -0.019, -0.003], [0.182, -0.175, 0.308], [-0.063, 0.005, -0.085], [0.006, 0.195, -0.420], [0.000, -0.001, -0.064], [0.016, -0.055, 0.035], [0.015, -0.026, 0.051], [-0.075, 0.066, 0.022], [0.027, -0.036, 0.024], [-0.002, 0.020, -0.006], [-0.063, -0.134, 0.066], [0.018, 0.034, -0.043], [0.068, 0.125, -0.076], [-0.054, -0.084, 0.039], [0.005, 0.031, -0.088], [0.026, -0.055, 0.017], [-0.154, -0.006, 0.085], [0.043, 0.033, 0.034], [-0.047, -0.050, 0.059], [0.008, 0.016, 0.017], [0.015, 0.031, 0.000], [0.005, -0.046, 0.045], [0.007, -0.025, -0.005], [0.016, 0.009, -0.024], [0.102, 0.014, -0.094], [0.098, 0.429, 0.775], [0.206, -0.166, 0.138], [0.067, 0.014, 0.020], [-0.033, -0.106, -0.115]]}

=====

{"formula": "C19H16N2O3", "method": "ωB97M-V with the def2-TZVPD basis set", "lumo_energy_ev": -1.78, "total_charge": 0, "homo_energy_ev": -8.48, "orbital_gap_ev": 6.702, "total_energy_ev": -29084.0114, "elements": ["C", "C", "O", "N", "C", "O", "O", "H", "H", "C", "N", "C", "C", "C", "C", "C", "C", "C", "C", "C", "C", "C", "C", "C", "C", "C", "H", "H", "H", "H", "H", "H", "H", "H", "H", "H", "H", "H", "H", "H"], "positions_angstrom": [[-4.7955, 1.9398, -0.8626], [-3.6027, 1.3977, -0.0642], [-3.5620, 1.3985, 1.1757], [-2.6741, 0.9293, -0.9309], [-3.1756, 1.0343, -2.2071], [-2.6737, 0.6850, -3.2592], [-4.4636, 1.6384, -2.2093], [-5.7224, 1.4357, -0.5516], [-4.9154, 3.0249, -0.6978], [2.1649, 3.7434, -0.0199], [1.7245, 2.3592, -0.0427], [0.4418, 1.9212, -0.1981], [0.3958, 0.5093, -0.0154], [-0.7595, -0.2321, 0.2430], [-0.8395, -1.6639, 0.1536], [-0.0467, -2.4311, -0.7443], [0.0173, -3.8203, -0.6015], [-0.6908, -4.4536, 0.4291], [-1.5694, -3.7149, 1.2483], [-1.7056, -2.3471, 1.0478], [1.8057, 0.0814, 0.1481], [2.4262, -1.0624, 0.6346], [3.8202, -1.0544, 0.8417], [4.5595, 0.1295, 0.7246], [3.9337, 1.3466, 0.4140], [2.5780, 1.2653, 0.1157], [3.2526, 3.7295, -0.0852], [1.7540, 4.2897, -0.8790], [1.8864, 4.2689, 0.9068], [-0.3983, 2.5951, -0.3361], [-1.5516, 0.2903, 0.8109], [0.5442, -1.9075, -1.4968], [0.6827, -4.3910, -1.2593], [-0.5723, -5.5258, 0.5951], [-2.1047, -4.1951, 2.0717], [-2.3831, -1.7326, 1.6585], [1.8253, -1.9360, 0.8754], [4.3246, -1.9887, 1.1061], [5.6365, 0.1348, 0.8936], [4.4325, 2.3084, 0.3666]], "forces_ev_per_a": [[0.170, -0.122, 0.223], [-0.228, 0.017, 0.501], [0.374, -0.076, -0.942], [-0.347, 0.192, -0.214], [-0.204, 0.002, -0.773], [-0.507, 0.414, 1.174], [0.756, -0.251, 0.133], [0.245, 0.092, -0.175], [0.099, -0.371, -0.164], [0.043, 0.296, -0.246], [-1.487, -0.425, -0.775], [0.947, -0.697, 1.347], [0.885, 0.843, -0.505], [-0.893, 0.507, 0.684], [-0.216, -1.004, -0.373], [-0.190, 0.086, 0.671], [0.094, 0.351, -0.028], [-0.298, 0.436, 0.132], [0.267, -0.157, -0.273], [0.539, 0.624, 0.271], [-0.243, 0.870, 0.382], [0.772, -0.364, -0.051], [-0.715, -0.026, -0.037], [0.081, 0.704, -0.235], [-0.180, -1.124, -0.175], [-0.134, 0.303, 0.490], [-0.238, 0.280, -0.121], [0.142, -0.175, 0.247], [-0.036, -0.396, -0.255], [0.203, -0.147, -0.097], [0.428, -0.539, -0.485], [-0.145, -0.221, 0.171], [-0.395, 0.173, 0.272], [-0.043, 0.318, -0.080], [0.065, 0.078, -0.468], [0.298, -0.401, -0.224], [0.329, 0.008, -0.242], [-0.206, 0.423, 0.041], [-0.292, -0.143, 0.023], [0.260, -0.380, 0.174]]}

=====

{"formula": "C19H16N4O3PdS2", "method": "ωB97M-V with the def2-TZVPD basis set", "lumo_energy_ev": [-9.95, -10.04], "total_charge": 2, "homo_energy_ev": [-13.24, -13.14], "orbital_gap_ev": [3.292, 3.100], "total_energy_ev": -57198.3247, "elements": ["Pd", "O", "C", "C", "C", "C", "C", "C", "C", "O", "N", "N", "C", "S", "C", "C", "S", "H", "H", "H", "H", "H", "H", "H", "H", "H", "O", "C", "C", "C", "C", "C", "C", "C", "N", "C", "C", "N", "H", "H", "H", "H", "H", "H", "H"], "positions_angstrom": [[-0.1062, -0.1085, 0.1011], [1.2551, 4.0000, 3.5374], [2.1806, 3.9885, 2.5927], [3.2085, 4.9314, 2.7306], [4.2150, 4.9925, 1.8087], [4.2500, 4.1182, 0.6935], [3.2619, 3.1992, 0.5343], [2.1959, 3.0966, 1.4698], [1.2097, 2.0974, 1.2329], [1.2864, 1.2989, 0.2373], [0.1632, 1.9785, 2.1257], [-0.6457, 1.0209, 1.8141], [-1.7613, 0.9130, 2.5967], [-2.8756, -0.2934, 2.1919], [-4.1537, 0.3372, 3.3251], [-3.4446, 0.9090, 4.5342], [-2.0545, 1.9201, 3.9300], [0.5826, 3.3203, 3.3623], [3.1725, 5.5960, 3.5824], [5.0019, 5.7249, 1.9334], [5.0577, 4.1850, -0.0208], [3.2688, 2.5248, -0.3094], [-4.8084, -0.4920, 3.5882], [-4.7229, 1.0928, 2.7829], [-3.0304, 0.1336, 5.1785], [-4.0971, 1.5544, 5.1201], [-0.7598, -1.9041, 0.2228], [-0.9797, -2.8179, -0.7013], [-1.0753, -4.1487, -0.2450], [-1.3474, -5.1674, -1.1192], [-1.5396, -4.8941, -2.4812], [-1.4258, -3.6062, -2.9471], [-1.1240, -2.5481, -2.0812], [-0.9737, -1.2000, -2.5637], [-0.6847, -0.1280, -1.8262], [-0.6629, 0.9725, -2.6549], [-0.9491, 0.5620, -3.9144], [-1.1400, -0.7953, -3.8383], [-0.9265, -4.3212, 0.8121], [-1.4150, -6.1857, -0.7618], [-1.7715, -5.6960, -3.1676], [-1.5700, -3.4295, -4.0052], [-0.4503, 1.9623, -2.2927], [-1.0356, 1.1060, -4.8380], [-1.3794, -1.3884, -4.6159]], "forces_ev_per_a": [[-0.664, -0.486, -0.618], [-0.223, -0.070, 0.129], [0.243, -0.024, -0.176], [-0.181, -0.047, 0.043], [0.091, -0.067, -0.162], [0.011, 0.061, 0.075], [0.029, 0.022, -0.060], [-0.051, 0.040, 0.190], [0.701, -0.350, -0.260], [-0.598, 0.847, 0.035], [-1.080, 0.089, -0.374], [1.618, -0.378, 0.439], [-0.676, -0.078, 0.446], [0.105, 0.221, -0.098], [0.055, -0.035, 0.065], [-0.026, 0.004, 0.005], [0.049, -0.118, -0.086], [0.086, 0.106, 0.050], [0.003, -0.009, 0.003], [0.003, -0.005, -0.004], [-0.003, 0.013, 0.006], [-0.004, -0.012, 0.007], [0.005, -0.007, 0.006], [-0.006, -0.018, -0.045], [0.025, 0.012, 0.018], [0.004, 0.015, -0.007], [-0.110, 0.281, 0.640], [-0.159, -0.122, -0.280], [-0.103, 0.166, 0.098], [0.010, 0.046, -0.112], [-0.024, -0.062, -0.011], [0.043, -0.072, -0.018], [0.044, -0.040, 0.152], [-0.131, -0.064, 0.002], [0.871, 0.033, -0.136], [0.059, 0.079, -0.076], [-0.030, 0.020, 0.051], [-0.040, 0.071, 0.014], [-0.015, -0.054, -0.007], [0.006, 0.006, 0.021], [0.010, -0.001, 0.004], [0.031, 0.027, -0.004], [0.041, -0.012, 0.002], [-0.002, 0.002, 0.006], [-0.016, -0.028, 0.030]]}

=====

ΔE to the lowest compared entry with this formula, charge and spin, record by record: 27.8, 16.3, 53.3, 25.9 kcal/mol
Max |F|, record by record: 2.58, 0.97, 1.79, 1.72 eV Å⁻¹